A cluster of 9 separate species, C42H88Br2O24P4 in total in a non-equilibrium geometry, computed with the ωB97M-V functional and the def2-TZVPD basis.

Results
SMILES string: CCOP(=O)(OCC)OCC.CCOP(=O)(OCC)OCC.CCOP(=O)(OCC)OCC.CCOP(=O)(OCC)OCC.O=C1CCCO1.O=C1CCCO1.O=C1CCCO1.O=C1CCCO1.BrCCBr
Orbital gap, Ha: 0.369
E_tot, eV: -271370.3093

```
160
Properties=species:S:1:pos:R:3:mulliken_charge:R:1
C -2.16 -4.47 7.41 -1.1871
C -1.85 -3.22 8.38 -0.1800
O -1.07 -2.21 7.65 -0.2550
P -1.68 -1.09 6.72 0.9265
O -0.72 -0.04 6.40 -0.6569
O -2.10 -1.92 5.43 -0.2990
C -1.29 -2.53 4.42 -0.4523
C -1.27 -1.66 3.22 -0.5289
O -3.08 -0.51 7.35 -0.3841
C -3.05 0.49 8.34 -0.1462
C -3.21 -0.18 9.65 -1.1694
H -2.46 -5.31 8.05 0.4207
H -3.07 -4.25 6.85 0.3183
H -1.39 -4.82 6.73 0.2638
H -2.77 -2.92 8.88 0.1960
H -1.20 -3.62 9.16 0.3499
H -0.27 -2.51 4.83 0.2573
H -1.57 -3.56 4.20 0.3797
H -1.06 -2.23 2.32 0.2793
H -2.32 -1.43 3.04 0.5106
H -0.69 -0.75 3.29 -0.2013
H -2.12 1.05 8.42 0.2133
H -3.91 1.16 8.19 0.3942
H -4.08 -0.84 9.60 0.2802
H -2.37 -0.84 9.88 0.2379
H -3.36 0.45 10.52 0.4281
C -2.59 2.88 0.15 -0.4309
C -3.33 2.25 -1.03 0.6910
O -4.03 3.26 -1.78 -0.2818
P -3.47 4.69 -2.20 0.5343
O -3.75 5.71 -1.17 -0.7788
O -1.92 4.47 -2.65 0.2013
C -0.84 5.24 -2.21 -0.0270
C -0.89 6.55 -2.94 -1.2024
O -4.22 4.91 -3.62 -0.3962
C -3.87 4.16 -4.76 0.3150
C -3.61 5.10 -5.93 -1.1722
H -3.18 3.33 0.94 0.3817
H -1.98 2.14 0.66 -0.1026
H -1.91 3.66 -0.19 -0.2210
H -2.55 1.74 -1.60 -0.2142
H -4.10 1.54 -0.74 0.1099
H -0.90 5.31 -1.12 0.1927
H 0.05 4.65 -2.41 0.2137
H -0.05 7.21 -2.71 0.4129
H -0.85 6.42 -4.02 0.1812
H -1.81 7.11 -2.76 0.3355
H -3.02 3.52 -4.51 0.0138
H -4.72 3.51 -4.95 0.3207
H -4.32 5.92 -6.02 0.3946
H -2.60 5.50 -5.85 0.0971
H -3.63 4.64 -6.92 0.3302
C 7.45 -1.86 1.20 -1.1405
C 6.73 -1.25 2.44 0.0979
O 6.66 -2.15 3.45 -0.1636
P 6.40 -1.70 4.97 0.7139
O 6.43 -2.84 5.94 -0.7946
O 7.49 -0.52 5.31 -0.2701
C 7.28 0.31 6.43 -0.0551
C 8.32 1.45 6.13 -1.2633
O 5.03 -0.83 4.95 -0.2167
C 3.81 -1.48 5.24 -0.4452
C 3.10 -1.72 3.89 -0.3897
H 7.87 -1.13 0.50 0.4018
H 8.31 -2.32 1.68 0.4262
H 6.95 -2.69 0.71 -0.0530
H 7.40 -0.40 2.62 0.2926
H 5.78 -0.87 2.05 0.1827
H 6.30 0.77 6.32 0.2060
H 7.48 -0.24 7.35 0.3174
H 8.21 2.26 6.85 0.3843
H 9.33 1.07 6.29 0.3205
H 8.39 1.85 5.12 0.3149
H 3.88 -2.39 5.83 0.3748
H 3.25 -0.77 5.85 0.2511
H 3.24 -0.92 3.16 0.0638
H 3.37 -2.68 3.47 0.3395
H 2.02 -1.84 4.03 0.0195
C 1.02 4.73 -7.24 -1.5526
C -0.32 4.15 -6.91 0.5686
O -0.43 2.76 -7.11 -0.2554
P -1.71 1.90 -7.65 0.8159
O -2.53 2.61 -8.66 -0.8235
O -1.01 0.57 -8.26 -0.1871
C -0.18 0.53 -9.35 -0.2000
C -0.97 0.53 -10.64 -1.1387
O -2.46 1.37 -6.30 -0.2884
C -1.77 0.40 -5.46 -0.5816
C -2.73 0.05 -4.27 -0.0156
H 1.09 5.81 -7.20 0.3846
H 1.81 4.40 -6.57 0.3488
H 1.32 4.38 -8.23 0.3705
H -0.63 4.36 -5.89 -0.2263
H -0.97 4.62 -7.64 0.3041
H 0.48 1.40 -9.41 0.1514
H 0.50 -0.32 -9.31 0.3727
H -1.68 -0.29 -10.70 0.2820
H -1.48 1.47 -10.80 0.2746
H -0.29 0.33 -11.47 0.4013
H -1.38 -0.43 -6.05 0.5052
H -0.87 0.90 -5.09 0.3310
H -2.40 -0.76 -3.63 -0.2463
H -3.11 0.92 -3.73 0.0158
H -3.60 -0.41 -4.75 0.3634
O 4.07 -3.46 -2.99 -0.6166
C 4.36 -3.88 -1.89 0.3703
C 3.80 -3.51 -0.55 0.6083
C 4.37 -4.58 0.39 -0.2803
C 5.58 -5.20 -0.29 -0.4623
O 5.37 -4.76 -1.72 -0.4229
H 4.10 -2.49 -0.32 0.0173
H 2.71 -3.40 -0.50 -0.1336
H 4.70 -4.15 1.33 -0.0600
H 3.69 -5.40 0.64 0.4091
H 6.52 -4.85 0.14 0.2318
H 5.60 -6.29 -0.29 0.3067
O -2.95 -2.41 -0.59 -0.5912
C -4.07 -2.09 -0.99 0.3646
C -5.46 -2.50 -0.59 -0.5704
C -6.30 -1.37 -1.19 -0.7561
C -5.46 -0.84 -2.39 -0.4114
O -4.16 -1.30 -2.17 0.1500
H -5.72 -3.46 -1.05 0.2966
H -5.51 -2.53 0.50 0.3447
H -7.32 -1.55 -1.52 0.4338
H -6.24 -0.57 -0.45 0.2267
H -5.84 -1.28 -3.32 0.3987
H -5.50 0.24 -2.28 0.2077
O -0.79 5.16 2.07 -0.6494
C -0.36 4.16 2.62 0.6597
C 0.96 3.52 2.58 -0.3670
C 0.78 2.26 3.45 0.4448
C -0.46 2.56 4.27 -0.4441
O -1.17 3.53 3.53 -0.3553
H 1.28 3.17 1.60 0.0760
H 1.78 4.20 2.82 0.3088
H 0.68 1.27 3.00 -0.4680
H 1.64 2.21 4.12 0.3342
H -1.07 1.71 4.55 0.2438
H -0.16 3.00 5.22 0.2396
O -1.19 -2.81 -5.64 -0.5396
C -0.99 -3.58 -4.69 0.3298
C -1.09 -3.40 -3.21 1.1137
C -0.23 -4.57 -2.74 -0.5812
C -0.57 -5.68 -3.84 -0.5612
O -0.72 -4.90 -4.96 -0.3870
H -0.68 -2.49 -2.76 -0.4883
H -2.14 -3.48 -2.90 -0.2130
H 0.82 -4.28 -2.81 0.2256
H -0.47 -4.75 -1.69 0.4202
H 0.33 -6.23 -4.11 0.3424
H -1.43 -6.33 -3.67 0.2717
Br 0.62 1.65 -1.22 -0.0719
C -0.45 0.13 -0.37 0.2218
C 0.37 -1.13 -0.28 -1.2253
Br 2.04 -0.96 0.75 -0.1003
H -1.31 -0.10 -1.00 -0.1349
H -0.79 0.39 0.63 0.1415
H 0.66 -1.42 -1.29 0.6842
H -0.22 -1.99 0.02 0.6838
```